The following is a DFT calculation (ωB97M-V with the def2-TZVPD basis set) of an isolated ion of composition C3H7NOS and charge -2 at a distorted geometry.

Charge: -2
Relative energy (zero: lowest compared OMol25 entry of this formula, charge and spin) in kJ/mol: 22.4
SMILES string: [O-]CNCC[S-]
HOMO-LUMO gap in eV: 5.50
LUMO level in eV: 6.1
Largest force on an atom in hartree/bohr: 0.0213
E_HOMO in eV: 0.62

```
13
Properties=species:S:1:pos:R:3:forces:R:3:lowdin_charge:R:1
O -3.39873 -0.14428 -0.03025 -0.33 -0.28 -0.03 -0.401
C -2.10838 0.05493 0.21841 -0.28 0.18 -0.26 -0.624
N -1.21353 -0.23935 -0.97016 0.74 -0.24 0.22 -0.090
C 0.22371 0.08749 -0.80753 -0.09 0.43 0.73 -0.386
C 0.91876 -0.26864 0.52851 0.36 0.30 -0.75 -0.804
S 2.67919 0.23906 0.52484 0.22 0.11 0.11 -0.052
H -1.90139 1.11485 0.51142 0.44 0.07 -0.05 0.076
H -1.71290 -0.58677 1.04144 0.02 0.04 0.30 0.065
H -1.20041 -1.25902 -0.99022 -0.40 0.03 -0.27 0.061
H 0.43074 1.15742 -0.95776 -0.33 -0.09 -0.17 0.067
H 0.77906 -0.45656 -1.57613 0.02 0.14 -0.14 0.068
H 0.90801 -1.33202 0.61068 -0.14 -1.07 0.20 0.005
H 0.40625 0.11095 1.39923 -0.23 0.38 0.11 0.014
```
Forces are in eV/Å.

The following is a DFT calculation (ωB97M-V with the def2-TZVPD basis set) of an isolated molecule of C3H6NO2 at a distorted geometry.

Spin multiplicity: 2
Relative energy (zero: lowest compared OMol25 entry of this formula, charge and spin) in kJ/mol: 141.7
HOMO-LUMO gap (spin up / spin down) in eV: 10.99 / 6.73
LUMO level (spin up / spin down) in eV: 0.8 / -3.2
Largest force on an atom in hartree/bohr: 0.0896
E_HOMO (spin up / spin down) in eV: -10.15 / -9.98

```
12
Properties=species:S:1:pos:R:3:forces:R:3:lowdin_charge:R:1
C 1.34014 -0.44943 0.71884 1.16 2.04 1.59 -0.114
N -0.08200 -0.11131 0.99109 2.90 3.17 -1.67 -0.072
C -0.50586 0.81562 -0.06883 -1.04 0.55 1.70 -0.072
C -1.35511 -0.15831 -1.13262 0.55 -2.54 -1.37 -0.591
O -2.15458 0.51795 -1.75944 -0.28 0.94 0.29 0.184
O -0.98305 -1.33720 -1.23181 -0.35 1.85 0.83 0.057
H 1.53843 -0.52950 -0.34248 -0.14 -1.26 -0.34 0.061
H 1.74021 -1.29737 1.41412 -0.68 1.73 -1.52 0.120
H 1.86199 0.58876 0.85202 -0.28 -2.06 0.68 0.104
H -0.55010 -0.94118 0.93752 -2.14 -2.53 -0.01 0.055
H 0.27597 1.22823 -0.74761 -0.23 -0.40 0.83 0.127
H -1.12604 1.67372 0.36920 0.54 -1.48 -1.01 0.140
```
Forces are in eV/Å.

The following is a DFT calculation (ωB97M-V with the def2-TZVPD basis set) of C30H38BCsN4O4Si as an isolated structure.

Charge: -2
Relative energy (zero: lowest compared OMol25 entry of this formula, charge and spin) in kJ/mol: 22.0
HOMO-LUMO gap in eV: 4.51
LUMO level in eV: 3.9
Largest force on an atom in hartree/bohr: 0.0047
E_HOMO in eV: -0.63

```
79
Properties=species:S:1:pos:R:3:forces:R:3:lowdin_charge:R:1
Cs -0.39719 0.97002 -0.52259 0.06 0.14 0.19 0.730
C 1.86761 -0.98447 2.00604 -0.02 0.02 0.00 -0.084
O 1.07713 -1.49083 0.92660 0.01 -0.04 0.08 -0.172
C 0.69836 -2.78820 0.97699 0.02 0.05 -0.06 -0.254
C 0.86318 -3.59571 2.09811 0.00 0.00 0.05 -0.029
C 0.45089 -4.92413 2.07872 -0.02 0.02 -0.05 -0.111
C -0.12833 -5.45539 0.93881 0.01 0.01 0.02 -0.117
C -0.29102 -4.65077 -0.18158 -0.02 -0.01 -0.01 -0.038
C 0.12037 -3.32358 -0.19048 -0.03 -0.12 0.05 -0.202
N -0.09245 -2.46714 -1.30645 0.02 0.10 -0.06 0.066
N -0.00884 -3.11292 -2.38630 0.04 -0.05 0.00 0.052
C -0.25099 -2.53943 -3.60445 -0.05 0.03 -0.04 -0.150
C -0.75519 -1.20919 -3.83044 0.01 -0.09 -0.10 -0.395
O -1.00361 -0.36414 -2.95061 -0.02 -0.08 -0.02 -0.220
C -1.00331 -0.85475 -5.23302 0.00 0.04 0.03 -0.010
C -0.76268 -1.68676 -6.26003 0.02 -0.04 0.01 -0.053
C -0.24444 -3.00916 -6.04611 -0.01 0.03 -0.01 -0.193
C 0.01240 -3.87157 -7.12356 0.00 0.00 -0.01 -0.072
C 0.50947 -5.13706 -6.92443 0.00 -0.01 0.00 -0.130
C 0.76343 -5.56001 -5.61072 -0.01 0.02 0.01 -0.116
C 0.52224 -4.73148 -4.54143 0.01 -0.04 -0.03 -0.041
C 0.00472 -3.42577 -4.71936 0.01 0.01 0.07 -0.111
H 1.29930 -0.95707 2.93929 -0.01 -0.01 -0.01 0.074
H 2.14129 0.03273 1.71833 0.00 -0.02 -0.01 0.013
H 2.76637 -1.59524 2.12929 0.01 0.00 0.00 0.099
H 1.30840 -3.18384 2.99181 0.00 -0.01 0.00 0.101
H 0.57640 -5.53345 2.96562 0.01 0.01 0.01 0.091
H -0.46336 -6.48540 0.92081 0.00 0.00 0.00 0.088
H -0.75174 -5.03502 -1.08232 0.00 0.00 0.00 0.100
H -1.39372 0.14389 -5.39110 0.00 0.00 0.00 0.106
H -0.95605 -1.37013 -7.28113 0.00 -0.01 0.00 0.101
H -0.19059 -3.51271 -8.12797 0.00 -0.01 0.00 0.098
H 0.70738 -5.79360 -7.76307 0.00 0.00 0.00 0.082
H 1.16162 -6.55292 -5.43311 0.00 0.00 0.00 0.088
H 0.73244 -5.06512 -3.53572 0.00 0.01 0.00 0.092
N -2.53229 -1.34753 0.76354 0.04 -0.01 0.06 0.007
C -2.82893 -1.74176 2.14133 -0.06 -0.07 -0.02 -0.284
C -2.00272 -0.92337 3.12366 0.03 0.03 0.04 -0.208
C -2.41529 0.54255 3.12304 0.00 -0.02 -0.03 -0.235
C -1.59798 1.44967 4.02656 0.02 0.04 0.01 -0.294
N -0.16493 1.35335 3.72905 0.00 -0.12 -0.01 0.017
H -3.24635 -1.66619 0.12181 0.00 0.01 -0.01 0.072
H -1.66700 -1.77981 0.46027 -0.02 0.01 -0.08 0.010
H -2.65890 -2.81394 2.31619 0.01 0.00 0.01 0.099
H -3.89061 -1.54967 2.32822 0.00 -0.01 -0.02 0.106
H -0.94656 -1.02382 2.85810 0.01 0.02 0.00 0.083
H -2.10459 -1.34562 4.13076 -0.01 -0.01 0.00 0.113
H -3.46919 0.61773 3.41462 0.01 0.01 0.01 0.109
H -2.36790 0.94070 2.10489 -0.02 0.00 0.01 0.047
H -1.74754 1.16608 5.07661 0.00 -0.01 -0.01 0.101
H -1.98499 2.46854 3.90431 0.01 -0.01 0.00 0.078
H 0.32076 2.18341 4.04651 0.01 -0.01 0.01 0.064
H -0.01835 1.34102 2.72337 0.00 0.12 0.00 0.034
C -3.61420 5.01951 -0.28493 0.02 -0.01 -0.02 -0.345
Si -2.82013 3.83487 1.04101 -0.04 0.04 -0.04 0.437
C -2.07916 5.21568 2.19253 0.01 -0.02 0.02 -0.331
C -4.44828 3.49513 2.06048 0.02 0.00 0.02 -0.328
H -4.21122 5.81575 0.18461 0.00 0.00 0.01 -0.007
H -4.26700 4.46604 -0.96890 0.00 0.00 0.00 -0.014
H -2.83857 5.49511 -0.89522 -0.01 0.00 0.00 -0.013
H -2.81448 6.00679 2.40312 -0.01 0.00 0.00 -0.004
H -1.20206 5.68016 1.73048 -0.01 0.00 0.00 -0.008
H -1.74794 4.80167 3.15216 0.00 0.00 0.00 -0.020
H -4.98913 4.43053 2.26848 0.00 0.00 0.00 -0.005
H -4.23246 3.01524 3.02215 0.00 0.00 -0.01 -0.022
H -5.12359 2.82751 1.51402 0.00 0.00 0.00 -0.008
O 3.14892 3.49961 0.06349 0.03 -0.01 0.02 0.026
B 2.89598 2.25010 0.77333 -0.02 0.05 -0.07 -0.314
O 4.16456 1.99874 1.46279 -0.02 -0.01 0.01 0.023
C 5.02984 2.99583 1.17163 0.01 0.00 0.01 -0.268
C 6.32974 3.17510 1.59395 0.01 0.00 0.01 -0.022
C 7.01130 4.30883 1.13760 -0.01 0.00 -0.01 -0.136
C 6.39498 5.21899 0.28952 -0.01 -0.02 0.01 -0.134
C 5.07482 5.02903 -0.13396 0.01 0.03 -0.01 -0.016
C 4.41135 3.90959 0.32006 -0.03 -0.02 0.00 -0.265
H 6.79951 2.45815 2.25577 0.00 0.00 0.00 0.104
H 8.03484 4.47831 1.45134 0.00 0.00 0.00 0.081
H 6.94358 6.09001 -0.04943 0.00 0.00 0.00 0.081
H 4.58270 5.73267 -0.79332 0.00 0.00 0.00 0.107
```
Forces are in eV/Å.